Density functional theory data (wB97M-V/def2-TZVPD) for 9 unconnected molecules or ions with the total composition C7H28O9 in a non-equilibrium geometry.

As for the net charge: 0. Its orbital gap is 8.71 eV. The value obtained for the energy relative to the best compared isomer or geometry (same formula, charge and spin) is 96.21 kcal/mol. The value obtained for the HOMO energy is -8.5 eV. As for the energy: -960.52716 Ha.

Structure (XYZ):
```
44
Properties=species:S:1:pos:R:3:nbo_charge:R:1
C 3.81 -1.30 -0.29 -0.62
C 3.23 -2.29 -1.32 -0.39
C 2.34 -1.71 -2.42 -0.46
C 0.88 -1.70 -2.36 -0.18
C 0.22 -0.87 -1.51 -0.21
C -1.25 -0.88 -1.46 -0.40
C -2.03 -0.53 -2.50 0.20
O -3.31 -0.19 -2.43 -0.67
H 4.04 -0.34 -0.87 0.20
H 4.59 -1.67 0.42 0.23
H 2.92 -1.08 0.29 0.19
H 2.77 -3.13 -0.85 0.20
H 4.11 -2.85 -1.76 0.20
H 2.68 -2.07 -3.38 0.22
H 2.75 -0.66 -2.58 0.20
H 0.38 -2.40 -3.07 0.21
H 0.86 -0.14 -0.96 0.20
H -1.48 -1.02 -0.43 0.20
H -1.79 -0.50 -3.61 0.19
H -3.71 -0.34 -1.52 0.49
O 1.82 1.56 1.71 -0.95
H 2.29 1.28 0.90 0.46
H 2.41 1.21 2.39 0.49
O -1.27 -2.77 1.58 -0.96
H -0.72 -2.75 0.80 0.48
H -2.05 -3.32 1.52 0.48
O -0.89 0.37 1.83 -0.94
H -0.28 0.89 1.27 0.47
H -0.76 -0.47 1.31 0.46
O 3.60 3.28 2.21 -0.94
H 2.70 3.48 1.92 0.48
H 3.95 2.79 1.46 0.45
O -4.25 -1.80 0.75 -0.95
H -3.61 -1.06 0.86 0.49
H -4.05 -2.29 1.55 0.47
O -3.77 0.87 2.20 -0.94
H -3.28 1.61 2.58 0.46
H -4.53 1.19 1.71 0.48
O -0.51 3.77 -1.14 -0.94
H -1.45 3.62 -1.05 0.47
H -0.44 4.24 -1.97 0.47
O -2.66 3.53 2.60 -0.90
H -2.52 2.67 3.01 0.44
H -1.73 3.77 2.60 0.48
```